The following is a DFT calculation (ωB97M-V/def2-TZVPD) of a structure of composition C31H60F6IN2O16P4 in a non-equilibrium geometry.

XYZ file:
```
120
C31H60F6IN2O16P4, DFT ωB97M-V/def2-TZVPD
C -2.42881 -5.54125 4.13071
C -1.73695 -4.35939 4.93787
C -1.43487 -3.12921 3.97828
C -2.83039 -2.44389 3.69888
O -2.60319 -1.16637 3.12557
C -3.53363 -0.68221 2.16495
C -5.00688 -1.08852 2.44992
C -5.73020 -0.52803 3.72315
C -4.88249 -0.22528 4.96248
F -3.82003 0.64784 5.01749
C -5.21346 -0.83589 6.13997
F -6.53439 -0.89228 6.44093
F -4.33849 -1.34736 7.00938
C -3.18772 -1.26148 0.70390
P -3.74834 -3.03088 0.38234
P -4.09204 -3.00038 -1.78479
O -4.76939 -1.72544 -2.11305
O -5.12940 -4.21625 -2.17239
O -2.70144 -3.15035 -2.65963
N -1.73456 -1.13290 0.33669
N -0.87878 -2.12803 0.93701
C -0.24343 -2.80824 0.08489
O 0.55400 -3.24483 -0.64228
C -1.15636 0.25904 0.44644
C -0.67678 0.64529 -0.99891
O 0.48529 -0.16924 -1.36579
C 0.98462 0.18652 -2.58110
F 1.49517 1.43713 -2.62277
F 0.09603 0.01013 -3.61102
F 2.05872 -0.65804 -2.80725
P 0.28362 0.50291 1.62436
O 1.73782 0.90912 0.97574
O 0.31551 -0.36290 3.02362
C -2.27686 1.36518 0.88129
I -1.06611 3.04788 1.77550
P -3.07533 2.22537 -0.56455
O -3.75401 1.30638 -1.53639
C -3.24999 0.88571 2.05324
C -4.45835 1.84668 2.12780
O -5.54340 1.59619 1.24853
C -6.65382 2.47480 1.55726
C -7.26219 2.90724 0.16711
H -2.66574 -5.26207 3.07926
H -3.39162 -5.82067 4.61957
H -1.72178 -6.39899 4.12440
H -2.42622 -4.02995 5.74658
H -0.77718 -4.70797 5.38727
H -0.98934 -3.57425 3.06522
H -0.76102 -2.44513 4.53432
H -3.41914 -3.18466 3.11520
H -3.31068 -2.39534 4.71066
H -5.61179 -0.77474 1.55978
H -5.18037 -2.19087 2.48439
H -6.54480 -1.23181 4.01079
H -6.26577 0.41238 3.42939
H -3.84603 -0.66157 0.00911
H -2.73587 -3.99741 0.60979
H -6.04088 -3.92283 -1.98975
H -2.29265 -3.99976 -2.39609
H -1.71012 -1.38124 -0.66849
H -0.35567 1.70562 -1.04966
H -1.44724 0.37922 -1.77079
H 1.92398 1.86447 0.94874
H 1.19150 -0.43532 3.44691
H -4.01358 3.21231 -0.14231
H -2.07947 2.96393 -1.28100
H -2.67299 1.13559 2.97954
H -4.84469 1.86990 3.18059
H -4.09845 2.89927 1.95770
H -7.40722 1.93880 2.18773
H -6.31904 3.37848 2.12095
H -6.92687 2.15992 -0.59057
H -6.83669 3.88901 -0.12814
H -8.37041 2.88431 0.18766
C 1.57230 -2.00097 -5.60470
O 1.95931 -1.45432 -6.84694
C 1.60093 -0.08496 -6.97275
C 2.53091 0.62625 -7.93883
O 3.79556 0.96170 -7.37466
C 4.69924 -0.11583 -7.14190
C 5.30466 -0.69033 -8.40997
O 4.37463 -1.53696 -9.07109
C 4.58641 -1.58720 -10.46742
H 0.47877 -2.00305 -5.50952
H 1.93535 -3.02795 -5.56128
H 2.00749 -1.43317 -4.78451
H 1.63991 0.41616 -5.99842
H 0.57361 -0.04410 -7.35740
H 2.07152 1.58372 -8.19904
H 2.64941 0.07048 -8.86993
H 4.23922 -0.89113 -6.52736
H 5.51165 0.31708 -6.55221
H 6.18350 -1.29561 -8.15365
H 5.61483 0.13047 -9.06599
H 4.51532 -0.58552 -10.90524
H 3.80524 -2.20846 -10.90419
H 5.56237 -2.02744 -10.69512
C 6.24491 5.92743 2.04308
O 6.34232 4.51732 2.04093
C 7.68611 4.06570 2.16072
C 7.73235 2.68345 2.78601
O 7.55862 2.68733 4.20116
C 6.25137 2.97195 4.68559
C 5.26012 1.84260 4.46788
O 4.81524 1.81607 3.11512
C 4.43874 0.52593 2.69331
H 6.74583 6.35033 1.16519
H 5.18838 6.19302 2.01453
H 6.68015 6.34357 2.95806
H 8.27388 4.75927 2.77174
H 8.11448 4.02419 1.15150
H 8.73391 2.27745 2.62300
H 7.03289 1.99810 2.30501
H 5.87969 3.91740 4.28784
H 6.37034 3.10554 5.76386
H 4.38027 2.00052 5.10491
H 5.73134 0.89135 4.73790
H 5.27565 -0.17257 2.79785
H 4.16549 0.57959 1.64093
H 3.57489 0.17216 3.27190
```

Computed properties:
Calculated total energy, hartree: -4792.270524
Net charge: +1
HOMO, eV: -9.58

Löwdin population analysis, charges in e, atoms 1 to 8: number 1, C, carries -0.100; number 2, C, carries -0.228; number 3, C, carries -0.169; number 4, C, carries -0.200; number 5, O, carries -0.104; number 6, C, carries -0.365; number 7, C, carries -0.124; number 8, C, carries -0.079